103
Properties=species:S:1:pos:R:3:forces:R:3 method="wB97M-V/def2-TZVPD" e_above_lowest_kj_mol=2.2 fmax_ha_per_bohr=0.01196 e_homo_ev="-6.5919 / -7.6627" spin_multiplicity=4
H -3.43225 3.97306 3.14086 0.0027 0.0150 -0.0355
H -2.85836 1.15401 -1.06891 0.0295 0.0184 -0.0400
C 3.51057 0.12919 1.01675 0.0280 -0.0467 -0.0082
H -3.68849 4.04376 -0.49002 -0.0213 0.0073 0.0137
H 4.24322 -0.45105 -3.35823 0.0082 -0.0098 -0.0209
P 1.68113 -1.27804 -2.13159 -0.0977 -0.0239 0.0407
H 1.24989 1.27916 -4.85566 0.0054 0.0053 -0.0058
C 0.16967 -3.54830 1.10024 0.0066 -0.0026 -0.0003
H 1.70309 -4.13103 -1.15033 0.0002 -0.0083 -0.0023
H -1.66736 -3.47429 -5.10335 0.0038 -0.0051 -0.0014
C 2.28821 -0.04177 4.66939 -0.0084 0.0337 0.0287
O -1.04579 2.49880 -2.20028 0.0526 -0.0305 0.0280
C 1.03691 0.75870 -3.91888 -0.0147 0.0236 0.0181
C 2.68473 -3.65892 -1.07713 -0.0056 -0.0180 0.0234
C 1.85355 0.83068 3.49575 -0.0104 0.0185 -0.0077
H 3.33758 -0.33105 4.59695 0.0066 -0.0081 -0.0023
C 4.62993 -0.53478 1.81854 -0.0066 -0.0067 -0.0174
C -1.91842 2.70587 -3.31387 0.0351 0.0040 0.0391
H 3.19627 2.06124 0.01712 -0.0359 -0.0058 -0.0180
H 2.92292 -2.14574 3.36975 0.0180 0.0021 -0.0257
H 2.17277 0.53188 5.59245 0.0092 0.0051 0.0079
H -2.58383 3.54873 -3.13041 -0.0028 0.0099 0.0125
C 0.03901 -2.01262 -2.54876 0.0410 -0.0328 -0.0489
C 2.63286 2.14837 3.49384 -0.0097 0.0045 0.0082
H 2.43813 -4.53108 3.40480 -0.0033 -0.0070 0.0054
C 2.14395 -2.52387 2.72585 -0.0062 -0.0083 0.0226
C -0.22282 -2.57595 -3.79682 0.0037 0.0102 -0.0435
H 5.56512 -0.43443 1.26269 0.0071 -0.0047 0.0032
H 4.77725 -0.04872 2.78467 0.0052 0.0022 0.0129
H 0.79413 1.06968 3.64738 0.0065 -0.0056 0.0224
H 3.72875 0.84161 -4.43898 -0.0116 0.0182 0.0033
P -1.87944 1.56644 1.66034 -0.2217 -0.1859 0.2174
C -3.70881 1.39299 -0.42884 0.0067 -0.0185 -0.0151
H 3.85590 -4.16485 -3.47287 0.0065 0.0000 -0.0077
H 2.41937 2.76625 2.62056 -0.0325 0.0166 -0.0221
C -2.27906 -2.34847 -1.97189 -0.0072 -0.0137 -0.0320
C -2.53741 -0.09719 2.07196 -0.0235 0.0537 -0.0113
H -1.46023 1.78747 3.97853 0.0061 -0.0095 -0.0166
C 1.87085 -3.88031 2.75168 0.0044 -0.0025 -0.0351
C -2.52031 -2.92660 -3.21070 0.0070 0.0094 0.0219
H -3.59253 0.50642 3.85217 -0.0079 0.0220 0.0138
H 2.38600 2.72802 4.38526 -0.0009 -0.0014 0.0083
H -2.69255 -3.21719 0.77136 -0.0016 -0.0004 -0.0169
H -1.97435 3.79343 -0.17576 -0.0246 -0.0263 -0.0057
H -0.54243 4.06283 4.11120 -0.0078 0.0125 0.0077
H -4.67363 -1.65604 4.20664 -0.0042 0.0013 0.0030
H 0.56265 -2.62737 -4.53992 0.0012 -0.0256 0.0051
H 3.43694 -4.45125 -1.10133 0.0135 0.0022 0.0035
C -3.29752 2.30057 0.72999 0.0342 0.0370 0.0002
Co 0.10226 1.13796 0.45845 0.1454 0.4113 -0.4337
C -2.96857 3.72355 0.26569 0.0186 -0.0124 -0.0294
S -0.10853 4.92499 -2.64200 0.0144 -0.0911 -0.0439
C 2.90606 -2.68793 -2.23146 0.0025 0.0498 -0.0359
C 1.42207 -1.65840 1.89530 0.0269 0.0157 0.0219
H -3.01323 4.44318 1.08202 0.0177 -0.0002 0.0382
H 4.79639 1.36552 -0.17922 0.0226 -0.0116 0.0061
C 3.02806 -3.45470 -3.54539 0.0009 -0.0147 0.0300
H 1.07111 1.48972 -3.11128 -0.0016 -0.0146 0.0009
C 3.46425 0.29260 -3.53276 -0.0118 -0.0084 -0.0198
H -4.46138 1.90006 -1.03613 -0.0002 0.0014 -0.0154
H 1.68371 -0.94188 4.76041 -0.0087 0.0100 0.0075
C -1.80811 2.52924 3.24963 0.0008 -0.0342 0.0350
C 3.97606 1.50293 0.52864 -0.0076 -0.0025 0.0038
H 0.18885 3.24797 2.71917 0.0293 -0.0140 0.0086
C -0.15582 3.45955 -1.89762 -0.1323 0.0610 0.0934
P 1.81066 0.13230 1.77222 0.1235 -0.0791 0.0041
Si -0.70048 -1.01261 0.03186 -0.1478 -0.2491 0.3308
H 0.02322 0.35873 -3.97308 -0.0014 -0.0160 -0.0028
C -2.89542 -2.37413 1.42096 0.0046 -0.0077 -0.0103
H -2.95013 3.53703 4.77032 -0.0020 0.0032 -0.0046
C 0.41340 -2.17239 1.06816 0.0285 0.0307 -0.0345
H -4.26534 -3.51340 2.61149 -0.0038 -0.0074 0.0017
H 0.66326 -5.45923 1.93727 -0.0011 -0.0060 -0.0039
H -3.94206 2.43624 3.82125 -0.0136 -0.0096 -0.0051
H 3.47316 0.99997 -2.69966 0.0047 0.0087 0.0128
H 2.12549 -4.03353 -3.74633 -0.0118 0.0032 0.0028
H 4.35542 2.11187 1.34869 0.0022 0.0134 0.0015
H -2.47887 1.77947 -3.41295 -0.0091 -0.0115 0.0115
H 3.30861 -0.48106 0.12647 -0.0054 0.0296 0.0384
H -4.13608 0.45675 -0.07125 0.0126 -0.0053 -0.0003
C -4.01238 -1.51739 3.36096 0.0013 -0.0144 -0.0111
H -1.08412 4.42527 2.47079 0.0116 -0.0021 -0.0112
C -2.23617 -1.16003 1.19960 0.0033 -0.0345 -0.0648
H 3.22706 -2.81152 -4.40228 -0.0182 0.0350 -0.0115
H 2.74508 -3.16035 -0.10899 -0.0306 -0.0053 0.0171
H 3.85599 -2.17223 -2.04634 0.0166 -0.0134 -0.0174
C -3.39716 -0.29489 3.15496 -0.0004 0.0136 -0.0358
S 0.92947 2.99339 -0.63044 0.0840 0.0835 0.0416
C -3.11454 3.13963 3.76620 0.0383 -0.0158 0.0212
C 0.87651 -4.39744 1.93135 0.0214 0.0041 -0.0016
C -3.77931 -2.55609 2.47095 -0.0051 0.0120 0.0233
C -1.48735 -3.04151 -4.12733 0.0077 0.0074 -0.0016
H -0.58677 -3.96607 0.44455 -0.0006 -0.0041 -0.0091
H -3.51409 -3.27508 -3.46322 -0.0082 0.0098 -0.0005
C 2.07432 -0.33115 -3.67644 0.0883 -0.0247 -0.0157
H -4.12441 2.33177 1.44689 -0.0261 0.0299 -0.0424
H 2.07843 -1.01497 -4.52950 -0.0093 -0.0128 -0.0019
H 4.46380 -1.59676 1.98108 -0.0332 -0.0241 0.0188
C -1.00757 -1.89526 -1.61208 -0.0261 0.0742 -0.0112
C -0.74584 3.62530 3.13156 0.0108 0.0156 -0.0233
H 3.70656 1.95691 3.51187 0.0091 -0.0009 -0.0044
H -3.10353 -2.23319 -1.27827 -0.0114 -0.0046 0.0099
H -1.33792 2.90509 -4.21339 -0.0032 0.0040 -0.0086

---

125
Properties=species:S:1:pos:R:3:forces:R:3 method="wB97M-V/def2-TZVPD" e_above_lowest_kj_mol=214.2 fmax_ha_per_bohr=0.04909 e_homo_ev=-2.5076 charge=-2
O 0.20644 0.75022 -5.64371 -0.0779 0.1261 -0.7940
O -2.86031 -1.67769 -3.74246 -1.8481 1.2094 0.8665
H -0.45889 -3.49305 -2.06148 0.6535 0.0010 0.5226
H -0.45296 3.76649 0.87998 0.4818 0.6306 -0.3262
H 3.17369 3.54169 -0.92020 0.2607 0.5023 0.3980
H -5.98006 -3.73110 0.45425 0.0548 0.1451 -0.1878
H 3.33101 -1.23601 3.10135 0.0803 -0.0107 -0.0996
H -0.68599 0.54001 -0.81693 0.3968 0.3567 -0.0416
O 1.45958 -2.94489 -4.55929 0.4729 0.3671 0.1165
H 2.11383 3.38418 1.19281 0.0647 0.1085 0.2408
H -2.17226 2.61729 1.52361 -0.0453 0.3673 0.3058
H -3.32577 2.71339 -1.26355 0.0638 0.1929 0.0453
O -4.29146 -5.98769 -0.30678 -0.5064 -0.3608 -0.1184
H 3.64447 -2.40149 -1.56897 0.3759 0.0592 0.0928
H 3.79588 0.69555 -0.27563 0.2769 -0.1390 -0.2492
H 0.16787 -1.65533 -3.52545 0.4167 -0.0855 0.2555
H 1.71270 -2.75243 1.73749 0.1852 0.1940 -0.1814
H -3.25517 0.15040 -1.42681 -0.0611 -0.0677 -0.0691
H -2.55656 3.71068 4.14856 -0.0192 -0.0601 -0.0762
H -1.99543 1.72538 -0.59048 -0.3066 -0.4926 -0.0008
C -3.05024 5.37497 1.27410 0.3875 0.3081 0.0171
O 0.58641 4.84421 3.46437 0.2251 0.1312 -0.5199
C 0.05468 3.53458 3.43442 -0.1069 -1.6346 0.8402
C -2.91103 2.26389 -0.35607 0.2077 1.0579 0.1678
C -3.64509 -0.82158 -1.70877 0.3601 -0.3065 0.5028
H 0.77466 2.72941 3.28224 0.5452 0.5550 -0.2265
H 2.80862 1.78762 1.46714 0.1855 0.0590 0.2025
C 0.62470 3.28197 -3.21347 0.8809 0.3718 0.5419
O -1.63585 -1.13180 -0.17689 0.9714 0.1581 1.2768
H -4.99783 -4.52542 1.56298 0.7177 -0.0402 0.0653
O 6.26498 -2.72279 1.30486 -0.3310 0.4614 -0.1037
H 0.99000 -3.68856 0.44022 0.0189 -0.0017 -0.0387
H 1.17087 3.88373 -3.94390 -0.3557 -0.1877 -0.4249
H 4.45532 0.14567 2.93438 0.0362 -0.1789 -0.0988
C -0.45932 -0.39646 -0.25058 -1.3805 -0.4436 -0.3049
H -0.24074 3.82815 -2.84397 -0.1414 -0.0076 -0.1897
C 3.64081 2.81543 -0.24509 -0.7303 -0.9567 -1.8964
H -0.68888 3.26115 2.68864 0.0374 0.9475 -0.2871
C -0.89453 -2.75332 -5.01411 -0.3295 -0.1342 -0.2850
H -3.67563 1.64157 0.10289 0.1780 -0.3238 -0.1237
C -3.11404 -6.55725 -0.64261 -0.6623 0.0498 -0.2005
C 2.63017 0.60200 3.96904 0.1022 -0.9416 1.0574
H -1.10940 -3.78989 -5.28908 0.1625 -0.0979 0.1033
O 3.35086 -3.99940 -3.91769 0.1082 0.3747 0.1934
H 0.00874 2.64127 5.41448 0.0083 0.2151 0.2176
C -2.46109 3.26946 0.69320 0.4605 -1.0387 -0.7359
O -0.49815 4.66543 5.40200 1.0477 0.4885 -0.2408
C -2.01978 2.97507 4.74984 0.2149 -0.2156 0.1298
O 0.62916 6.57218 4.89398 -0.0057 0.0882 0.1445
C -1.28803 4.21676 0.34705 -1.3396 -1.1976 0.7150
H 0.25169 -0.92535 -0.93328 0.5747 -0.0652 0.1583
H 1.32211 0.35816 0.61441 0.1409 0.0275 -0.3632
H -4.52054 -2.90053 0.89071 0.2299 -0.5901 0.7376
H 2.61535 -1.49391 -0.46518 0.0162 -0.0259 0.2548
H -1.54739 1.35447 -4.80758 -0.0030 -0.0042 0.1957
O 5.00885 3.13072 -0.05375 0.4456 0.2734 0.7540
O 4.27953 -3.70572 1.09454 -0.0433 0.1112 -0.4693
C 1.37601 0.46182 -5.02941 -0.3077 0.0454 0.0778
H -0.57402 -2.25887 -5.93243 0.1690 0.1868 0.1292
C 5.21363 3.46004 1.25790 0.1919 0.1520 -0.6257
O -2.93573 -7.73335 -0.74445 0.0920 0.2003 0.1287
H -2.36726 -4.06988 0.50614 0.1452 -0.0547 -0.0204
C 0.28757 5.46711 4.62223 -0.6260 -0.5219 0.0623
H -1.84202 -2.27330 -4.65268 1.9405 -1.0564 -1.2214
O -4.56896 -0.64459 -2.80176 0.0265 0.2907 -0.9303
O -3.50372 4.15416 1.05111 -1.1180 -0.2610 0.2999
H 2.03092 0.97569 3.13640 0.1873 0.1144 -0.0523
C -2.71036 -4.31805 -0.49993 -0.9404 -0.2294 0.6029
C -4.23249 -4.56885 -0.48307 0.4727 0.7088 0.9622
H 4.29021 -0.67314 4.49041 -0.0549 0.0073 0.0488
H -0.34070 1.42943 -2.84926 0.4220 -0.1380 0.2842
C 0.27064 1.88618 -3.63203 -1.2298 -0.0057 0.1095
O 3.12072 2.54349 6.78498 -0.6738 0.1232 0.0211
H 4.15457 1.41785 -1.88392 0.2769 0.2256 0.1715
O -2.22619 -5.60157 -0.88277 1.5021 0.0150 -0.4465
C 1.68480 -0.01979 5.02787 0.0662 0.2703 -1.2325
C 0.17120 -2.66360 -3.94533 -0.0720 -0.8284 -1.0800
H -1.13432 4.28099 -0.72730 0.1204 0.4124 -0.0332
C -4.37265 -1.41617 -0.52569 0.4437 1.4570 -0.0717
H -1.54732 -1.13219 -2.20864 -0.1261 -0.0170 -0.3022
O -3.69671 6.28046 1.71355 0.2489 -0.0670 -0.1509
H -3.64724 -1.49358 0.28833 0.2768 -0.0688 -0.3444
H 2.08126 -0.97408 5.38067 -0.0339 0.1314 0.3560
H -4.87137 -2.35366 -0.69745 -0.1239 0.5120 -0.8082
H -4.74460 -4.27571 -1.40211 0.2596 -0.3463 -0.2553
C 5.14270 -2.70420 0.88490 0.7600 -0.3581 0.6554
C 3.75137 -0.35925 3.59673 -0.3656 0.4573 -0.4279
O 4.06644 3.41655 1.92723 -0.6634 -0.2764 0.6848
O -0.17821 1.08972 1.79750 -0.1367 0.0118 -0.3428
H 0.58360 -0.82277 1.62101 -0.3827 -0.3282 -0.0021
H -2.40012 -2.65607 -1.95633 -0.2695 1.5054 -1.2846
H -2.45026 2.97688 5.75204 -0.0410 -0.1488 -0.0236
C -4.91901 -3.87881 0.68781 -1.4672 -0.9999 0.4565
C -0.53931 1.74154 -4.94007 0.4571 -0.1302 0.3983
H 1.95272 -4.48360 1.71451 -0.0914 -0.1246 -0.1449
C 3.53948 1.48313 -0.98781 -0.2553 -0.4224 0.5408
O 4.57176 -1.71343 0.19019 0.2597 0.3613 -0.6427
C -0.55563 3.35375 4.81394 -1.0716 0.0998 0.1263
C 0.15218 -3.78643 -2.91196 -1.6507 0.7678 -0.2187
H -0.32856 -4.68104 -3.32131 0.3055 -0.0783 -0.1393
O 1.43731 1.09567 -3.84487 0.1856 0.1463 0.0725
C 0.31351 0.07472 1.01702 0.3678 0.2498 0.3901
C 3.42598 -2.22216 -0.51534 -0.2534 0.1131 0.2131
O 2.20551 -0.26699 -5.46231 0.0575 0.1176 -0.0684
H -5.07789 -0.66459 -0.15933 -0.3779 -0.1853 -0.1862
O -4.36605 -0.62065 -5.04782 0.1360 -0.0581 -0.1337
O 3.23438 1.66433 4.72514 0.2798 0.8400 -0.3729
H 2.52692 1.24889 -1.32482 -0.1469 0.2989 0.2119
O 1.65800 0.96475 6.04587 -0.8155 -0.1174 1.3972
H -2.37366 -3.51592 -1.16244 -0.0550 -1.5947 1.0943
O -1.74245 5.44833 0.92834 0.5688 0.4082 -0.1839
C -3.95226 -0.93352 -3.97124 -0.8153 -0.1735 0.8181
O 1.50542 -4.01484 -2.62952 0.5751 -0.0873 0.5821
C 2.67937 1.82837 5.94045 1.0190 -0.8749 -0.8828
C 1.87248 -3.60364 1.07451 0.3008 0.1130 -0.0323
H -2.09822 1.98601 4.29299 -0.1671 0.0237 -0.0001
H 0.68548 -0.15862 4.61545 -0.0381 0.0580 0.1302
H 1.33338 3.23240 -2.38178 -0.2116 -0.1651 0.1734
C 2.23115 -3.63984 -3.71922 -0.4667 -0.5927 -0.4151
O 6.26407 3.77775 1.72267 -0.0351 -0.0543 -0.1777
C -2.50138 -1.63245 -2.32219 0.1195 0.4023 -0.0519
H -0.61213 2.69317 -5.46999 0.2861 -0.1580 -0.3633
C 3.14778 -3.51874 0.22817 -1.3748 -0.9917 0.4733
H 3.13707 -4.37036 -0.45241 0.0775 0.0964 -0.1144
C 3.03062 2.80357 1.14314 0.1083 0.2613 -0.3545